A | {
  "formula": "CH3O2",
  "method": "wB97M-V/def2-TZVPD",
  "elements": ["O", "O", "C", "H", "H", "H"],
  "coordinates": [[-1.16, 0.47, 0.84], [0.93, -0.58, -0.53], [-1.96, 1.25, 1.06], [1.12, 0.37, -0.84], [0.22, -1.01, -0.94], [0.84, -0.49, 0.40]],
  "mulliken_charge": [-0.14, -0.37, 0.13, 0.49, 0.43, 0.46],
  "multiplicity": 1,
  "homo_lumo_gap_ha": 0.4508,
  "e_homo_ev": -17.55,
  "charge": 1
}

=====

B | {
  "formula": "CH3O2",
  "method": "wB97M-V/def2-TZVPD",
  "elements": ["O", "O", "C", "H", "H", "H"],
  "coordinates": [[0.18, -0.52, 0.12], [1.39, 0.20, -0.10], [-0.92, 0.02, 0.01], [-0.84, 1.09, 0.00], [-1.98, -0.40, -0.03], [2.17, -0.38, -0.01]],
  "mulliken_charge": [0.07, -0.21, 0.10, 0.31, 0.32, 0.41],
  "multiplicity": 1,
  "homo_lumo_gap_ha": 0.4296,
  "e_homo_ev": -18.90,
  "charge": 1
}

=====

From most stable to least stable, the computed energies give A, B.

=====

A | {
  "formula": "C3HNO3",
  "method": "wB97M-V/def2-TZVPD",
  "elements": ["O", "O", "O", "N", "C", "C", "C", "H"],
  "coordinates": [[-0.84, 0.84, -0.21], [-2.01, -1.15, 0.14], [1.19, -1.89, -0.12], [1.27, 0.30, 0.24], [0.57, -0.88, -0.09], [0.36, 1.19, -0.04], [-0.90, -0.60, -0.04], [0.36, 2.18, 0.14]],
  "mulliken_charge": [-0.26, -0.47, -0.42, -0.45, 0.38, 0.10, 0.67, 0.44],
  "smiles": "O=C1N=COC1=O",
  "multiplicity": 1,
  "homo_lumo_gap_ha": 0.3352,
  "e_homo_ev": -10.99
}

=====

B | {
  "formula": "C3HNO3",
  "method": "wB97M-V/def2-TZVPD",
  "elements": ["O", "O", "O", "N", "C", "C", "C", "H"],
  "coordinates": [[-0.34, 0.39, 1.69], [-2.35, 2.06, 0.58], [-0.60, 0.73, -0.53], [-1.29, 3.23, -2.56], [-1.49, 2.66, -1.59], [-1.68, 1.95, -0.36], [-0.17, 0.11, 0.55], [0.43, -0.76, 0.21]],
  "mulliken_charge": [-0.45, -0.28, -0.31, -0.23, 0.19, 0.58, 0.16, 0.34],
  "smiles": "N#CC(=O)OC=O",
  "multiplicity": 1,
  "homo_lumo_gap_ha": 0.3513,
  "e_homo_ev": -10.99
}

=====

From most stable to least stable, the computed energies give B, A.

=====

A | {
  "formula": "CH6NS",
  "method": "wB97M-V/def2-TZVPD",
  "elements": ["S", "N", "C", "H", "H", "H", "H", "H", "H"],
  "coordinates": [[0.99, -0.40, -1.42], [-2.28, 0.11, -0.03], [1.72, -0.15, 0.28], [-1.63, -0.59, -0.36], [2.10, 0.85, 0.36], [2.49, -0.92, 0.42], [-1.78, 0.76, 0.55], [0.95, -0.34, 1.03], [-2.56, 0.67, -0.84]],
  "mulliken_charge": [-0.77, -0.74, -0.70, 0.25, 0.17, 0.20, 0.23, 0.15, 0.22],
  "multiplicity": 1,
  "homo_lumo_gap_ha": 0.2445,
  "e_homo_ev": -2.17,
  "charge": -1
}

=====

B | {
  "formula": "CH6NS",
  "method": "wB97M-V/def2-TZVPD",
  "elements": ["S", "N", "C", "H", "H", "H", "H", "H", "H"],
  "coordinates": [[-0.97, 0.13, 0.58], [2.34, -0.23, 0.39], [-0.79, 0.05, -1.26], [2.59, 0.09, -0.57], [1.48, 0.25, 0.61], [-0.08, -0.73, -1.64], [-0.47, 1.14, -1.48], [-1.76, -0.23, -1.64], [2.11, -1.21, 0.23]],
  "mulliken_charge": [-0.76, -0.74, -0.67, 0.20, 0.21, 0.17, 0.12, 0.23, 0.25],
  "multiplicity": 1,
  "homo_lumo_gap_ha": 0.2482,
  "e_homo_ev": -2.24,
  "charge": -1
}

=====

From most stable to least stable, the computed energies give A, B.

=====

A | {
  "formula": "C26H79N5O11",
  "method": "wB97M-V/def2-TZVPD",
  "elements": ["O", "O", "O", "O", "O", "O", "O", "O", "O", "O", "O", "N", "N", "N", "N", "N", "C", "C", "C", "C", "C", "C", "C", "C", "C", "C", "C", "C", "C", "C", "C", "C", "C", "C", "C", "C", "C", "C", "C", "C", "C", "C", "H", "H", "H", "H", "H", "H", "H", "H", "H", "H", "H", "H", "H", "H", "H", "H", "H", "H", "H", "H", "H", "H", "H", "H", "H", "H", "H", "H", "H", "H", "H", "H", "H", "H", "H", "H", "H", "H", "H", "H", "H", "H", "H", "H", "H", "H", "H", "H", "H", "H", "H", "H", "H", "H", "H", "H", "H", "H", "H", "H", "H", "H", "H", "H", "H", "H", "H", "H", "H", "H", "H", "H", "H", "H", "H", "H", "H", "H", "H"],
  "coordinates": [[-3.52, -2.44, -3.85], [-1.35, -1.84, 4.36], [4.71, -0.78, 6.13], [-0.01, 1.18, -1.88], [2.42, -2.07, 0.81], [2.01, 3.06, 1.96], [-5.75, -1.89, 0.26], [0.59, 1.85, 6.26], [-1.10, 2.05, -6.54], [3.78, 1.05, -1.54], [-3.49, 1.72, 1.29], [1.07, -1.24, 6.10], [-5.30, -4.36, -4.79], [1.39, 0.61, 0.46], [-0.65, -0.89, -8.73], [4.30, 1.18, 1.75], [5.56, 0.31, 6.40], [-4.62, -1.07, 0.44], [-0.66, -0.23, -7.40], [0.17, 1.97, 4.91], [5.59, 2.79, 3.02], [-4.37, -3.05, -2.88], [-2.29, -2.05, -3.31], [3.46, 1.36, -2.90], [0.64, -0.52, -6.69], [3.66, -2.17, 0.14], [4.19, 2.33, 2.69], [2.55, -1.51, 4.10], [-5.62, -3.60, -3.58], [-2.38, 1.93, -5.97], [-6.40, -4.48, -2.58], [1.15, 4.09, 1.53], [-0.89, 1.26, -7.68], [2.44, -1.54, 5.63], [3.34, -0.49, 6.28], [-0.75, 0.90, -0.71], [-1.43, -3.26, 4.32], [-0.80, 1.77, -2.88], [0.08, -0.02, 0.17], [-0.57, -0.36, 1.50], [3.37, 3.45, 2.02], [-3.62, 3.11, 1.01], [3.82, 2.35, -3.21], [-0.17, 2.18, -3.67], [-1.73, 1.40, -8.38], [2.38, 1.30, -3.00], [3.07, -0.34, 7.33], [0.99, -0.22, 6.10], [-3.82, -1.34, -0.26], [-1.45, 2.58, -2.51], [3.64, 1.33, 1.00], [-1.61, -1.03, -9.02], [6.12, 1.97, 3.50], [0.17, 3.63, 1.37], [-4.88, -0.01, 0.31], [5.55, 0.55, 7.47], [-6.28, -2.79, -3.91], [-4.22, -1.11, 1.45], [5.26, 1.21, 5.84], [1.20, 1.46, 1.00], [-6.01, -5.49, -2.53], [3.77, -1.40, -0.63], [4.67, 0.70, -1.53], [-2.42, 2.62, -5.12], [3.66, 2.01, 3.59], [-1.07, 1.83, -0.23], [0.65, -0.03, -5.71], [-3.69, 3.34, -0.05], [-0.24, 2.95, 4.67], [-1.48, 1.03, -3.31], [2.03, -2.41, 3.75], [3.46, 4.36, 2.63], [1.41, 4.54, 0.56], [-2.66, 3.58, 1.27], [1.06, 4.86, 2.30], [0.67, -1.59, -6.51], [-2.06, -1.56, 4.94], [-2.36, -3.57, 3.83], [-1.66, -1.61, -4.10], [-0.27, -1.83, -8.68], [1.04, 1.87, 4.24], [0.44, -1.56, 5.37], [1.79, 0.96, -0.41], [-2.62, 0.93, -5.59], [3.86, 0.61, -3.58], [-2.45, -1.20, -2.63], [-1.71, -2.87, -2.88], [-6.30, -1.55, -0.45], [-3.81, -3.86, -2.40], [-0.50, 1.15, 4.66], [3.74, -3.17, -0.30], [-4.45, -3.96, -5.18], [-4.40, 3.62, 1.58], [-1.36, -3.69, 5.32], [-0.58, 0.46, 2.21], [-4.66, -2.24, -2.20], [-7.40, -4.51, -3.03], [6.55, -0.02, 6.10], [3.12, 0.50, 5.82], [2.78, -2.52, 5.97], [6.17, 2.99, 2.12], [-0.07, -1.20, 1.98], [4.48, -2.07, 0.86], [-3.80, 1.63, 2.20], [3.88, 0.35, 2.18], [5.67, 3.73, 3.59], [-1.72, 0.45, -0.98], [-3.13, 2.21, -6.72], [-1.60, -0.65, 1.26], [-4.99, -5.29, -4.50], [3.58, -1.49, 3.74], [0.31, -0.93, -0.40], [3.76, 3.66, 1.02], [-1.51, -0.65, -6.85], [2.03, -0.64, 3.70], [2.11, -1.14, 0.73], [-6.54, -4.01, -1.61], [0.97, 2.69, 6.54], [-0.62, -3.68, 3.73], [0.00, 1.66, -8.17], [1.51, -0.18, -7.24]],
  "mulliken_charge": [-0.35, -0.26, -0.32, -0.27, -0.48, -0.02, -0.54, -0.60, -0.27, -0.42, -0.26, -0.75, -0.75, 0.94, -0.80, -0.53, -0.59, -0.33, 0.93, -0.35, -1.96, -0.35, -0.39, -0.46, -1.25, -0.50, 2.00, -0.69, 0.30, -0.58, -1.31, -0.73, -0.85, 0.42, -0.53, -0.33, -0.81, -0.60, 0.17, -0.80, -1.28, -0.67, 0.28, 0.32, 0.33, -0.03, 0.43, 0.14, 0.06, 0.35, -0.04, 0.27, 0.39, 0.01, 0.29, 0.31, 0.33, 0.21, 0.19, -0.67, 0.38, 0.05, 0.28, 0.19, -0.73, -0.17, 0.14, 0.28, 0.49, 0.01, 0.20, 0.55, 0.36, 0.13, 0.31, 0.39, 0.18, 0.30, 0.11, 0.26, 0.04, 0.31, 0.03, 0.16, 0.32, 0.06, 0.40, 0.33, 0.30, 0.10, 0.31, 0.28, 0.34, 0.33, -0.03, 0.03, 0.36, 0.24, 0.04, 0.28, 0.40, 0.25, 0.25, 0.23, 0.28, 0.37, 0.19, 0.37, 0.14, 0.28, 0.58, 0.56, 0.38, 0.09, -0.15, 0.36, 0.30, 0.31, 0.26, 0.27, 0.39],
  "smiles": "COC[C@H](C)N.COC[C@H](C)N.COC[C@H](C)N.COC[C@H](C)N.COC[C@H](C)N.CO.CO.CO.CO.CO.CO",
  "multiplicity": 1,
  "homo_lumo_gap_ha": 0.3239,
  "e_homo_ev": -8.60
}

=====

B | {
  "formula": "C26H79N5O11",
  "method": "wB97M-V/def2-TZVPD",
  "elements": ["O", "O", "O", "O", "O", "O", "O", "O", "O", "O", "O", "N", "N", "N", "N", "N", "C", "C", "C", "C", "C", "C", "C", "C", "C", "C", "C", "C", "C", "C", "C", "C", "C", "C", "C", "C", "C", "C", "C", "C", "C", "C", "H", "H", "H", "H", "H", "H", "H", "H", "H", "H", "H", "H", "H", "H", "H", "H", "H", "H", "H", "H", "H", "H", "H", "H", "H", "H", "H", "H", "H", "H", "H", "H", "H", "H", "H", "H", "H", "H", "H", "H", "H", "H", "H", "H", "H", "H", "H", "H", "H", "H", "H", "H", "H", "H", "H", "H", "H", "H", "H", "H", "H", "H", "H", "H", "H", "H", "H", "H", "H", "H", "H", "H", "H", "H", "H", "H", "H", "H", "H"],
  "coordinates": [[-3.05, 0.16, -5.63], [-7.87, -2.36, -1.23], [1.99, -0.78, 0.70], [-1.09, 6.56, -2.02], [-3.78, 6.89, 0.62], [0.93, -9.31, -0.02], [-1.84, 3.90, 4.72], [6.19, -0.85, 1.12], [0.52, -4.42, 5.40], [3.71, 5.97, 5.82], [3.81, -2.71, -7.26], [1.96, -7.72, 4.97], [0.08, 2.17, -0.52], [1.49, -1.47, -8.62], [-5.11, -2.32, -0.50], [3.71, 8.56, 4.68], [-4.88, -0.04, -0.92], [2.54, 7.83, 5.04], [1.62, -3.64, -9.26], [0.98, 0.24, 0.75], [0.90, -6.78, 5.24], [-2.83, 3.42, 3.88], [-6.98, -1.30, -1.70], [-5.86, -1.15, -0.59], [4.82, -3.35, -6.40], [-1.63, 6.47, -3.30], [0.08, -8.13, -0.05], [2.42, -3.08, -6.93], [6.78, -0.85, -0.14], [1.50, -5.39, 5.07], [1.35, -2.80, -8.00], [1.44, 8.36, 4.17], [-8.92, -2.69, -2.09], [2.63, 6.37, 4.97], [2.51, 2.07, -0.33], [0.53, -7.06, 6.73], [1.10, -3.15, 5.38], [-1.94, 0.83, -5.04], [3.84, 4.50, 5.93], [1.24, 1.29, -0.43], [-4.93, 6.12, 0.25], [1.75, -1.77, -0.33], [-1.61, 7.47, -3.74], [5.24, -0.98, 1.06], [-1.58, 1.64, -5.67], [-4.30, -0.32, -1.80], [2.43, 2.79, 0.48], [0.33, -2.84, -7.62], [-5.81, 6.55, 0.74], [-0.99, 5.82, -3.89], [2.87, 4.05, 5.75], [-0.59, -8.24, -0.90], [-2.86, 2.33, 3.86], [1.97, -1.30, -1.29], [-5.44, 0.88, -1.08], [-4.65, -2.37, 0.40], [6.27, -1.55, -0.80], [0.59, -7.17, -0.05], [-0.48, -7.97, 0.87], [0.40, -9.95, -0.50], [1.46, -2.97, 6.39], [1.25, -0.83, -7.88], [-4.18, 0.13, -0.10], [6.90, 0.08, -0.69], [-0.10, -6.23, 7.05], [0.02, -6.95, 4.61], [-9.58, -1.86, -2.34], [2.35, 8.13, 6.07], [1.36, 7.97, 3.15], [0.13, 2.91, 0.16], [1.67, 5.99, 5.33], [1.82, -2.96, 4.59], [2.48, -1.32, -8.77], [0.45, 8.18, 4.60], [2.44, -2.62, -0.32], [-3.07, 6.58, 0.05], [4.52, 8.16, 5.13], [2.30, -4.10, -6.56], [-0.01, -0.19, 0.65], [-1.11, 0.14, -4.92], [-8.51, -3.02, -3.05], [-0.18, 6.83, -2.20], [-6.29, -1.17, 0.41], [-5.86, -2.99, -0.42], [5.82, -3.21, -6.81], [-3.81, 3.83, 4.14], [4.16, 4.25, 6.95], [-4.70, 5.06, 0.31], [0.73, -2.16, -0.38], [1.41, 9.44, 4.04], [1.14, 0.82, -1.41], [1.44, -4.69, -8.99], [-2.64, 6.08, -3.38], [-7.52, -0.36, -1.81], [3.52, 9.37, 5.26], [2.80, 2.62, -1.24], [2.30, -5.20, 5.77], [2.60, 5.92, 3.97], [4.62, 4.14, 5.26], [1.34, -7.10, 7.46], [-6.54, -1.68, -2.62], [0.33, -2.42, 5.12], [4.71, -2.86, -5.44], [2.17, -2.67, -5.95], [-5.01, 6.32, -0.82], [2.56, -3.33, -9.71], [1.55, -8.61, 5.23], [1.16, 0.67, 1.74], [0.15, 2.76, -1.35], [-2.83, 0.02, -6.55], [-2.70, 3.92, 2.92], [1.91, -5.30, 4.06], [-9.59, -3.44, -1.68], [-1.88, 4.86, 4.65], [4.72, -4.44, -6.34], [2.01, -7.76, 3.96], [1.00, -3.25, -10.06], [3.31, 1.43, 0.05], [7.77, -1.33, -0.15], [-1.99, 1.10, -3.98], [0.19, -8.08, 6.89]],
  "mulliken_charge": [-0.49, -0.30, -0.27, -0.44, -0.49, -0.49, -0.50, -0.49, -0.34, -0.36, -0.35, -0.74, -0.67, -0.80, -0.82, -0.85, -1.47, 0.72, -1.36, -0.73, 0.49, -0.49, -0.82, 0.54, -0.73, -0.61, -0.52, -0.75, -0.59, -0.54, 0.21, -1.44, -0.75, -0.77, -1.26, -1.42, -0.81, -0.56, -0.67, 0.68, -0.50, -0.85, 0.29, 0.32, 0.29, 0.35, 0.31, 0.43, 0.25, 0.25, 0.30, 0.28, 0.24, 0.31, 0.36, 0.25, 0.21, 0.20, 0.22, 0.31, 0.30, 0.23, 0.35, 0.26, 0.35, 0.24, 0.29, 0.23, 0.31, 0.24, 0.34, 0.35, 0.30, 0.37, 0.31, 0.28, 0.29, 0.42, 0.32, 0.23, 0.30, 0.28, 0.40, 0.30, 0.26, 0.28, 0.23, 0.20, 0.34, 0.35, 0.17, 0.36, 0.25, 0.40, 0.31, 0.37, 0.30, 0.39, 0.25, 0.37, 0.38, 0.27, 0.28, 0.48, 0.24, 0.28, 0.28, 0.27, 0.23, 0.30, 0.18, 0.29, 0.25, 0.29, 0.30, 0.25, 0.44, 0.23, 0.29, 0.24, 0.37],
  "smiles": "COC[C@H](C)N.COC[C@H](C)N.COC[C@H](C)N.COC[C@H](C)N.COC[C@H](C)N.CO.CO.CO.CO.CO.CO",
  "multiplicity": 1,
  "homo_lumo_gap_ha": 0.3371,
  "e_homo_ev": -9.14
}

=====

From most stable to least stable, the computed energies give A, B.